78
Properties=species:S:1:pos:R:3:forces:R:3:lowdin_charge:R:1 method="wB97M-V/def2-TZVPD" homo_lumo_gap_ev=9.0317 e_tot_ev=-54859.676 lumo_energy_ev=0.490 total_charge=0 max_force_ev_per_a=3.5
O -1.1792 -2.0812 -0.1193 1.1 0.7 0.1 -0.30
S -0.6469 -2.7829 -1.2496 -2.0 0.0 2.9 0.63
O -1.5891 -3.7440 -1.7394 0.9 -0.4 -1.5 -0.26
C 0.8782 -3.5857 -0.6673 0.8 0.4 -1.6 -0.14
C 2.0371 -2.9629 -1.4933 -0.9 -0.3 -0.4 -0.34
C 3.3904 -3.5801 -1.1733 0.4 -0.1 0.1 -0.16
C 4.6026 -2.7516 -1.6587 0.3 0.3 0.1 -0.14
C 4.4672 -1.2591 -1.3814 0.1 -1.7 0.1 -0.26
C 4.3460 -0.8803 -0.0538 0.0 -0.1 0.1 -0.05
C 4.1781 0.4444 0.2682 -0.1 -0.1 0.8 -0.08
C 4.1323 1.3863 -0.7396 -0.2 0.7 0.6 -0.10
C 4.2622 0.9993 -2.0452 0.0 0.6 -1.0 -0.09
C 4.4302 -0.3320 -2.3885 -0.1 0.4 -0.3 -0.05
C 1.6233 -3.1507 -2.9770 -0.4 -0.4 0.3 -0.14
C 0.5732 -2.1103 -3.3932 1.2 0.4 -1.2 -0.19
O -0.2562 -1.6495 -2.3068 0.4 -1.2 0.1 -0.21
H 0.7661 -4.6424 -0.9330 0.0 0.1 0.3 0.11
H 1.0139 -3.4214 0.4016 -0.5 0.1 -0.1 0.12
H 1.9814 -1.8848 -1.2880 0.6 -0.2 0.1 0.14
H 3.4696 -4.5831 -1.6199 -0.2 0.2 0.1 0.13
H 3.4980 -3.7445 -0.0915 -0.2 0.2 -0.2 0.11
H 4.8366 -2.9261 -2.7172 -0.3 0.1 0.1 0.11
H 5.4868 -3.0960 -1.1030 -0.2 -0.1 -0.2 0.12
H 4.3641 -1.6477 0.7175 0.0 0.2 0.0 0.12
H 4.0706 0.7172 1.3161 0.0 0.2 -0.2 0.11
H 3.9737 2.4292 -0.4779 0.1 -0.1 -0.1 0.11
H 4.2319 1.7687 -2.8141 0.0 -0.2 0.0 0.11
H 4.5036 -0.6299 -3.4317 0.1 0.0 0.1 0.12
H 1.1538 -4.1410 -3.0991 0.3 0.1 0.1 0.12
H 2.4839 -3.1464 -3.6539 -0.2 0.3 0.0 0.12
H -0.0076 -2.4602 -4.2549 -0.3 0.0 0.5 0.13
H 1.1143 -1.2260 -3.7530 -0.3 0.1 0.3 0.13
C 4.6505 4.9237 5.9133 0.1 -0.2 -0.1 -0.11
O 3.8179 3.7861 5.8231 -0.2 0.4 0.0 -0.20
C 2.9530 3.6019 6.9325 0.1 -0.3 -0.2 -0.20
C 1.5367 3.2667 6.5030 -0.1 -0.1 0.0 -0.18
O 0.8167 4.3175 5.8745 0.0 0.0 0.0 -0.12
C 1.2270 4.7517 4.5850 0.1 0.1 0.0 -0.18
C 1.0427 3.7483 3.4619 0.3 0.0 -0.1 -0.19
O 1.9430 2.6576 3.5759 -0.3 -0.1 0.3 -0.20
C 1.3615 1.3921 3.3340 0.3 0.1 -0.1 -0.11
H 5.5684 4.6808 6.4596 0.0 0.2 0.0 0.09
H 4.9126 5.2277 4.8993 0.1 -0.1 0.0 0.09
H 4.1446 5.7641 6.3981 0.0 0.0 0.0 0.09
H 2.9362 4.4854 7.5787 0.0 0.1 -0.1 0.12
H 3.3437 2.7567 7.5135 -0.2 0.0 0.2 0.13
H 0.9731 3.0438 7.4134 0.0 0.1 0.0 0.13
H 1.5052 2.3570 5.9024 0.2 0.0 -0.1 0.11
H 2.2490 5.1319 4.6117 0.1 -0.2 -0.1 0.11
H 0.5880 5.6091 4.3580 -0.1 -0.1 0.0 0.13
H 1.2557 4.2519 2.5103 -0.2 0.1 0.0 0.13
H 0.0028 3.4070 3.4475 0.0 -0.1 0.0 0.12
H 0.3381 1.3320 3.7152 0.0 0.0 -0.1 0.09
H 1.9590 0.6463 3.8612 0.1 0.0 -0.1 0.09
H 1.3773 1.1677 2.2626 -0.2 -0.1 0.0 0.08
C -7.4534 1.0532 -4.2289 0.0 0.1 0.2 -0.12
O -7.0340 0.3226 -3.0966 0.0 -0.2 -0.4 -0.20
C -7.7623 -0.8725 -2.8658 0.1 0.1 0.3 -0.20
C -6.8534 -2.0458 -2.5478 0.0 -0.1 0.1 -0.18
O -6.0549 -2.5179 -3.6230 0.0 0.0 0.0 -0.12
C -5.0050 -1.6903 -4.1072 0.0 0.1 -0.1 -0.18
C -3.8520 -1.4614 -3.1469 -0.1 0.3 0.0 -0.20
O -4.2329 -0.6449 -2.0552 -0.2 -0.3 0.1 -0.19
C -3.7585 -1.0871 -0.7882 -0.5 0.5 -0.2 -0.10
H -8.2768 1.7262 -3.9642 0.0 0.0 -0.2 0.09
H -6.6077 1.6486 -4.5748 0.0 0.0 0.1 0.09
H -7.7629 0.3972 -5.0484 0.0 0.0 0.0 0.09
H -8.3959 -1.1267 -3.7220 0.1 0.0 -0.1 0.12
H -8.4100 -0.6962 -1.9972 -0.1 -0.2 0.0 0.13
H -7.5023 -2.8873 -2.2875 0.0 0.0 -0.1 0.13
H -6.2446 -1.8534 -1.6639 0.0 0.3 -0.1 0.11
H -5.3999 -0.7461 -4.4855 0.0 0.1 0.2 0.11
H -4.6020 -2.2218 -4.9741 0.0 -0.1 0.1 0.13
H -3.0515 -0.9364 -3.6881 0.0 -0.2 -0.2 0.13
H -3.4657 -2.4262 -2.8088 0.0 0.0 0.1 0.11
H -3.7557 -2.1759 -0.7086 0.1 0.0 -0.1 0.08
H -4.4447 -0.6956 -0.0330 0.0 0.1 -0.1 0.09
H -2.7672 -0.6944 -0.5987 0.0 -0.1 0.1 0.06